No. 1
Entry from the Open Molecules 2025 dataset: a molecular structure, C37H43AsN4O3SiTi (the ωB97M-V functional and the def2-TZVPD basis).

Each line ends with the Löwdin charge.
Atoms and positions in Å:
Ti (-0.11979, -0.30214, 0.44186)  0.7627
O (5.91082, 2.97998, 0.97312)  -0.0223
C (5.51101, 1.92577, 1.48007)  -0.7004
O (6.07731, 1.00307, 2.09639)  -0.0359
C (3.97565, 1.66369, 1.36402)  -0.0895
C (3.29616, 2.04174, 0.20552)  0.0614
C (2.04974, 1.49907, -0.04699)  -0.2284
N (1.46308, 0.68228, 0.87026)  -0.0418
C (2.01676, 0.51978, 2.10812)  -0.2299
C (3.32305, 0.91843, 2.34133)  0.0623
C (1.09547, -0.10462, 3.03147)  -0.2384
C (1.21560, -0.05203, 4.41975)  0.0015
C (0.23768, -0.61633, 5.20618)  -0.0479
C (-0.85481, -1.23728, 4.58598)  -0.0472
C (-0.91627, -1.26615, 3.21624)  -0.0998
N (0.02696, -0.71824, 2.42082)  -0.0303
C (1.20183, 1.67415, -1.21111)  -0.1917
C (1.40666, 2.62817, -2.20551)  0.0146
C (0.45822, 2.81400, -3.18426)  -0.0410
C (-0.70134, 2.03516, -3.14470)  -0.0475
C (-0.83371, 1.09008, -2.15826)  -0.1306
N (0.09777, 0.86139, -1.21062)  0.0117
H (3.79452, 2.70302, -0.49214)  0.1280
H (3.86216, 0.63609, 3.23637)  0.1307
H (2.06527, 0.45301, 4.85891)  0.1230
H (0.30158, -0.57657, 6.28494)  0.1102
H (-1.64208, -1.68929, 5.17194)  0.1075
H (-1.73771, -1.75815, 2.70881)  0.1175
H (2.30266, 3.23345, -2.17677)  0.1221
H (0.59517, 3.56390, -3.95101)  0.1123
H (-1.48641, 2.16985, -3.87514)  0.1100
H (-1.71953, 0.47282, -2.09966)  0.0986
C (-3.58700, -2.26190, -2.40235)  -0.1667
Si (-2.04053, -2.37265, -1.31068)  0.4158
C (-2.08722, -4.01524, -0.36209)  -0.1582
C (-0.65301, -2.26414, -2.60183)  -0.1786
N (-1.82554, -1.09828, -0.15430)  -0.1797
C (-2.85021, -0.54504, 0.59195)  -0.3078
C (-4.11702, -1.12013, 0.79507)  -0.0327
C (-5.08326, -0.50799, 1.57296)  -0.0825
C (-4.83336, 0.70644, 2.19527)  -0.0837
C (-3.59522, 1.30496, 2.02593)  -0.0064
C (-2.64170, 0.69256, 1.23623)  -0.2062
O (-1.35228, 1.24901, 1.10058)  -0.1173
C (-1.25323, 2.63193, 0.92586)  -0.2519
C (-2.06576, 3.30269, 0.02435)  -0.0126
C (-1.91956, 4.67109, -0.13033)  -0.0631
C (-0.96641, 5.36046, 0.60722)  -0.0782
C (-0.14744, 4.67339, 1.49015)  -0.0540
C (-0.28833, 3.30403, 1.65664)  0.0119
H (-3.52397, -3.02383, -3.18253)  0.0349
H (-3.66132, -1.29025, -2.89752)  0.0296
H (-4.51797, -2.42328, -1.85730)  0.0183
H (-1.78445, -4.87916, -0.95621)  0.0261
H (-3.09914, -4.21100, 0.00161)  0.0282
H (-1.43220, -3.95356, 0.50955)  0.0122
H (0.34155, -2.15319, -2.17506)  -0.0238
H (-0.65993, -3.16037, -3.22609)  0.0362
H (-0.81637, -1.41697, -3.27133)  0.0266
H (-4.32449, -2.07599, 0.33183)  0.0855
H (-6.04665, -0.98749, 1.69306)  0.1055
H (-5.58365, 1.18160, 2.81169)  0.1028
H (-3.36298, 2.24959, 2.50086)  0.1294
H (-2.80463, 2.75111, -0.54284)  0.1290
H (-2.55270, 5.20086, -0.82980)  0.1084
H (-0.86264, 6.43159, 0.49572)  0.1051
H (0.60192, 5.20291, 2.06346)  0.1132
H (0.34803, 2.75590, 2.34081)  0.1234
C (1.07313, -5.00798, -1.51178)  -0.1590
C (1.38260, -4.47552, -0.11807)  -0.4046
As (1.58796, -2.50505, 0.19235)  1.2578
C (2.44074, -2.87124, 1.95489)  -0.3917
C (3.96632, -2.92774, 1.97340)  -0.1448
C (3.15265, -2.40240, -1.02866)  -0.3958
C (3.65470, -1.01850, -1.40307)  -0.1371
H (1.00608, -6.09666, -1.47174)  0.0784
H (1.85451, -4.75375, -2.22767)  0.0628
H (0.12766, -4.62591, -1.88804)  0.0168
H (2.33899, -4.88001, 0.21988)  0.0668
H (0.61727, -4.81816, 0.58035)  0.0504
H (2.02609, -3.82794, 2.28002)  0.0649
H (2.11343, -2.13437, 2.67451)  0.0270
H (4.35418, -3.70172, 1.30897)  0.0595
H (4.30919, -3.16998, 2.98077)  0.0778
H (4.41117, -1.97113, 1.69162)  0.0715
H (2.83601, -2.92608, -1.93173)  0.0504
H (3.96249, -2.97775, -0.58296)  0.0575
H (2.84440, -0.39192, -1.77357)  0.0529
H (4.40046, -1.09126, -2.19692)  0.0812
H (4.12709, -0.52746, -0.55394)  0.0672

## Properties
frontier orbital gap (alpha / beta)	5.32 / 6.70	eV
energy relative to the best compared isomer or geometry (same formula, charge and spin)	134.3	kJ/mol
calculated total energy	-5255.3107	Ha
2S+1	3

=====

No. 2
Entry from the Open Molecules 2025 dataset: a molecular structure, C37H43MoN2P2SSi2 (the ωB97M-V functional and the def2-TZVPD basis).

Each line ends with the Löwdin charge.
Atoms and positions in Å:
Mo (-0.25454, 1.53919, -0.67813)  1.2807
C (-1.97271, 3.92366, -0.70868)  -0.1867
Si (-2.97565, 2.72825, 0.35653)  0.4320
C (-4.41636, 2.00588, -0.54278)  -0.1538
C (-3.31673, 3.40091, 2.03992)  -0.1386
N (-1.70848, 1.42402, 0.55804)  -0.4042
P (-1.27234, 0.14766, 1.55479)  0.8616
C (0.21784, 0.20519, 0.64133)  -0.4183
P (1.68747, -0.44407, -0.06940)  0.8200
N (1.51938, 0.66712, -1.26308)  -0.4047
Si (2.50758, 2.00805, -1.87834)  0.4021
C (2.27026, 2.25866, -3.68891)  -0.1632
C (4.28525, 1.85104, -1.40966)  -0.1312
C (1.66302, 3.43204, -0.87422)  -0.1410
C (3.12259, -0.27492, 0.94285)  -0.3244
C (4.19325, -1.15026, 0.75049)  -0.0540
C (5.36425, -0.96144, 1.47020)  -0.0251
C (5.45954, 0.08245, 2.37897)  -0.0154
C (4.38861, 0.95302, 2.57881)  -0.0413
C (3.22358, 0.77857, 1.85894)  -0.0958
C (1.47088, -2.13046, -0.56166)  -0.3168
C (1.43474, -2.51148, -1.89832)  -0.0624
C (1.29843, -3.85691, -2.21037)  -0.0430
C (1.18297, -4.79951, -1.19904)  -0.0210
C (1.21533, -4.41444, 0.13903)  -0.0390
C (1.36929, -3.08006, 0.46438)  -0.0789
C (-2.23471, -1.30756, 1.28263)  -0.3122
C (-2.08121, -2.40099, 2.14311)  -0.0722
C (-2.80183, -3.55959, 1.90661)  -0.0309
C (-3.67677, -3.62334, 0.82833)  -0.0160
C (-3.82452, -2.53818, -0.02941)  -0.0438
C (-3.09446, -1.38319, 0.18604)  -0.0889
C (-1.23881, 0.60014, 3.25472)  -0.3178
C (-0.21562, 1.43038, 3.72614)  -0.0733
C (-0.24969, 1.89032, 5.02847)  -0.0354
C (-1.30879, 1.53379, 5.85856)  -0.0111
C (-2.33394, 0.71917, 5.39262)  -0.0262
C (-2.30645, 0.24679, 4.09108)  -0.0639
H (-2.68611, 4.67332, -1.07231)  0.0768
H (-1.53079, 3.56259, -1.65218)  0.0055
H (-1.22605, 4.47584, -0.13332)  0.0418
H (-5.17480, 2.77634, -0.70477)  0.0630
H (-4.88501, 1.21207, 0.04335)  0.0471
H (-4.14125, 1.60680, -1.52039)  0.0274
H (-3.98702, 4.26138, 1.96602)  0.0630
H (-2.40460, 3.72589, 2.54472)  0.0466
H (-3.81115, 2.65387, 2.66577)  0.0463
H (2.67540, 1.41827, -4.25764)  0.0525
H (2.83098, 3.14786, -3.99284)  0.0609
H (1.23068, 2.41556, -3.97755)  0.0237
H (4.70604, 0.92562, -1.80967)  0.0596
H (4.46257, 1.87419, -0.33508)  0.0309
H (4.83543, 2.67728, -1.86916)  0.0644
H (0.60774, 3.47352, -0.51425)  -0.0306
H (1.69792, 4.37167, -1.43151)  0.0777
H (2.23871, 3.54961, 0.04746)  0.0586
H (4.11553, -1.97365, 0.05084)  0.1201
H (6.19849, -1.63427, 1.32601)  0.1278
H (6.37222, 0.22071, 2.94345)  0.1291
H (4.47324, 1.75760, 3.29663)  0.1231
H (2.39136, 1.45901, 2.00405)  0.0809
H (1.54225, -1.77422, -2.67980)  0.0962
H (1.29464, -4.16999, -3.24515)  0.1162
H (1.08208, -5.84731, -1.45053)  0.1264
H (1.14227, -5.15862, 0.92048)  0.1232
H (1.42889, -2.78157, 1.50531)  0.1187
H (-1.41352, -2.34686, 2.99476)  0.1202
H (-2.69560, -4.40675, 2.57036)  0.1266
H (-4.25351, -4.52305, 0.65817)  0.1285
H (-4.52055, -2.59870, -0.85637)  0.1259
H (-3.20560, -0.53286, -0.47537)  0.0710
H (0.60426, 1.70964, 3.07480)  0.0810
H (0.54201, 2.52430, 5.40385)  0.1237
H (-1.33442, 1.89555, 6.87811)  0.1302
H (-3.15299, 0.45067, 6.04568)  0.1283
H (-3.10957, -0.38207, 3.73123)  0.1159
S (-1.24582, 0.85229, -2.56047)  0.7851
C (-0.90342, -0.62275, -3.47358)  -0.5884
C (-0.03936, -0.56443, -4.56207)  -0.1023
C (0.09705, -1.68638, -5.36423)  -0.0365
C (-0.62401, -2.84079, -5.08020)  -0.0405
C (-1.48936, -2.88212, -3.99353)  -0.0490
C (-1.64498, -1.76590, -3.18812)  -0.0966
H (0.49768, 0.34476, -4.79392)  0.0928
H (0.75081, -1.65194, -6.22537)  0.1266
H (-0.52556, -3.70663, -5.72184)  0.1274
H (-2.06146, -3.77723, -3.78786)  0.1250
H (-2.34238, -1.77804, -2.36257)  0.0820

## Properties
frontier orbital gap (alpha / beta)	6.28 / 6.28	eV
energy relative to the best compared isomer or geometry (same formula, charge and spin)	0.0	kJ/mol
calculated total energy	-3272.4755	Ha
charge	+3

=====

Look up the calculated total energy of the second one. -3272.4755 Ha

=====

Among the records above, which one has the highest calculated total energy? C37H43MoN2P2SSi2